A 4-piece molecular cluster, C41H83F3INO7P overall. Source: OMol25; level of theory: ωB97M-V with the def2-TZVPD basis set.

Each line ends with the Löwdin charge.
Positions of all 137 atoms, in Å:
C  6.706  -1.163  0.122  -0.133
C  6.499  -2.744  -0.136  -0.206
C  5.277  -3.054  -1.168  -0.224
O  4.108  -3.239  -0.308  -0.260
C  2.923  -3.408  -1.181  -0.251
P  1.620  -2.016  -0.906  0.582
C  2.455  -1.213  0.624  -0.185
O  2.390  -2.054  1.852  -0.074
C  3.311  -1.566  2.816  -0.441
F  3.396  -0.151  2.860  0.066
F  4.590  -2.177  2.576  0.064
F  2.858  -2.031  4.098  0.055
N  0.723  -2.295  -2.461  0.016
C  0.637  -3.538  -2.769  -0.346
O  0.556  -4.720  -3.148  0.030
O  0.545  -0.613  -0.807  -0.350
C  -0.674  -0.934  -0.054  -0.293
C  -1.798  -0.288  -1.002  -0.600
I  -3.813  -0.260  -0.138  0.851
C  -1.470  1.256  -1.408  -0.295
C  -1.484  2.265  -0.158  -0.155
C  -0.755  -2.494  0.357  -0.307
C  -1.825  -3.331  -0.544  -0.142
C  -1.526  -4.903  -0.614  -0.191
C  -2.436  -5.824  0.337  -0.186
C  -2.283  -7.357  -0.169  -0.158
C  -0.923  -8.052  0.338  -0.178
O  -1.013  -8.576  1.706  -0.089
C  -0.096  -7.935  2.581  -0.412
C  1.489  -8.098  2.561  -0.014
O  -0.574  -7.135  3.436  0.035
C  -1.198  -2.904  1.859  -0.237
C  -0.173  -3.969  2.549  -0.053
C  -1.499  -1.671  2.840  -0.215
C  -0.208  -0.903  3.400  -0.112
O  0.615  -2.969  0.118  -0.255
H  7.456  -0.808  -0.686  0.073
H  7.067  -0.910  1.175  0.059
H  5.755  -0.543  -0.058  0.066
H  6.202  -3.265  0.850  0.104
H  7.488  -3.178  -0.503  0.094
H  5.069  -2.139  -1.833  0.127
H  5.551  -3.998  -1.754  0.119
H  3.353  -3.392  -2.256  0.101
H  2.511  -4.457  -0.902  0.110
H  2.491  -1.210  -1.739  0.047
H  1.865  -0.257  0.901  0.102
H  3.531  -0.834  0.422  0.097
H  -0.596  -0.140  0.785  0.120
H  -1.867  -0.840  -2.015  0.092
H  -0.514  1.345  -2.035  0.115
H  -2.327  1.597  -2.110  0.071
H  -0.400  2.643  -0.001  0.082
H  -1.744  1.727  0.832  0.051
H  -2.123  3.201  -0.304  0.056
H  -2.914  -3.129  -0.229  0.071
H  -1.758  -2.942  -1.633  0.099
H  -0.440  -5.202  -0.439  0.103
H  -1.768  -5.229  -1.699  0.110
H  -3.519  -5.485  0.447  0.114
H  -1.933  -5.807  1.381  0.096
H  -3.153  -8.016  0.209  0.117
H  -2.232  -7.387  -1.323  0.114
H  -0.013  -7.349  0.309  0.125
H  -0.625  -8.957  -0.321  0.130
H  1.923  -8.127  3.630  0.096
H  2.033  -7.222  2.044  0.100
H  1.791  -9.095  2.075  0.085
H  -2.194  -3.488  1.778  0.120
H  -0.814  -4.500  3.356  0.084
H  0.152  -4.794  1.829  0.071
H  0.679  -3.466  3.111  0.063
H  -2.105  -2.083  3.736  0.116
H  -2.189  -0.879  2.358  0.051
H  0.481  -0.467  2.606  0.058
H  -0.607  0.004  4.004  0.080
H  0.320  -1.567  4.168  0.070
C  -3.864  4.013  -3.344  -0.110
C  -3.752  3.102  -4.559  -0.268
C  -2.553  3.427  -5.451  -0.225
C  -2.565  4.820  -6.084  -0.231
C  -3.793  5.138  -6.941  -0.276
C  -3.930  4.227  -8.154  -0.118
H  -4.018  5.055  -3.634  0.067
H  -4.714  3.712  -2.726  0.064
H  -2.962  3.954  -2.729  0.065
H  -4.682  3.145  -5.137  0.099
H  -3.656  2.068  -4.211  0.100
H  -2.487  2.669  -6.239  0.102
H  -1.635  3.323  -4.861  0.111
H  -1.665  4.929  -6.699  0.108
H  -2.483  5.579  -5.297  0.100
H  -3.709  6.172  -7.293  0.102
H  -4.705  5.090  -6.340  0.098
H  -3.045  4.291  -8.794  0.074
H  -4.797  4.524  -8.750  0.067
H  -4.072  3.184  -7.862  0.066
C  -4.464  3.996  2.622  -0.108
C  -5.331  3.051  1.802  -0.275
C  -5.737  3.624  0.444  -0.234
C  -6.591  4.894  0.496  -0.228
C  -7.901  4.768  1.278  -0.275
C  -8.863  3.752  0.678  -0.117
H  -4.993  4.921  2.867  0.063
H  -4.174  3.522  3.563  0.071
H  -3.550  4.254  2.079  0.071
H  -6.219  2.774  2.381  0.100
H  -4.774  2.124  1.635  0.041
H  -6.270  2.849  -0.119  0.099
H  -4.830  3.842  -0.133  0.094
H  -6.819  5.200  -0.531  0.106
H  -6.003  5.711  0.929  0.101
H  -8.393  5.747  1.286  0.101
H  -7.702  4.516  2.324  0.098
H  -9.110  4.008  -0.355  0.073
H  -9.794  3.732  1.252  0.067
H  -8.445  2.741  0.695  0.067
C  8.507  5.415  2.291  -0.120
C  8.503  3.942  1.902  -0.275
C  7.173  3.475  1.311  -0.227
C  5.967  3.571  2.249  -0.225
C  6.103  2.806  3.567  -0.267
C  6.249  1.302  3.375  -0.110
H  7.774  5.628  3.072  0.064
H  9.490  5.702  2.672  0.066
H  8.284  6.046  1.426  0.073
H  8.770  3.333  2.772  0.098
H  9.291  3.776  1.160  0.103
H  7.286  2.440  0.967  0.098
H  6.959  4.065  0.411  0.109
H  5.084  3.205  1.716  0.112
H  5.765  4.624  2.475  0.099
H  5.207  2.993  4.168  0.105
H  6.949  3.188  4.149  0.096
H  5.395  0.893  2.834  0.054
H  6.302  0.803  4.347  0.076
H  7.161  1.052  2.826  0.060

As for the total energy: -85224.4305 eV. The orbital gap is 8.024 eV. The value obtained for the HOMO energy is -5.866 eV. As for the net charge: -1.

C41H84F18N8O14S6 as an isolated structure. Source: OMol25; level of theory: ωB97M-V with the def2-TZVPD basis set.

Each line ends with the Löwdin charge.
Positions of all 171 atoms, in Å:
C  -12.692  4.491  14.749  -0.014
C  -13.353  3.112  14.622  -0.264
C  -12.601  2.185  13.755  -0.176
O  -13.452  1.059  13.361  -0.188
C  -12.747  0.059  12.647  -0.098
N  -13.680  2.489  16.006  0.239
H  -12.862  2.303  16.568  0.076
H  -14.181  3.143  16.592  0.041
H  -14.187  1.621  16.102  0.156
H  -12.589  4.962  13.771  0.109
H  -11.688  4.384  15.159  0.067
H  -13.225  5.165  15.420  0.061
H  -14.328  3.240  14.151  0.155
H  -11.686  1.858  14.248  0.113
H  -12.434  2.618  12.768  0.146
H  -13.436  -0.621  12.148  0.096
H  -12.131  -0.500  13.351  0.080
H  -12.087  0.458  11.877  0.088
C  -5.194  0.215  14.519  -0.015
C  -6.230  -0.929  14.415  -0.276
C  -6.197  -1.685  15.662  -0.232
O  -4.983  -2.375  15.485  -0.184
C  -4.706  -3.623  16.252  -0.021
N  -7.584  -0.351  14.010  0.247
H  -7.917  0.300  14.707  0.057
H  -7.455  0.056  13.095  0.168
H  -8.266  -1.096  14.018  0.108
H  -4.965  0.844  13.658  0.088
H  -4.228  -0.264  14.675  0.089
H  -5.276  0.843  15.406  0.084
H  -5.995  -1.665  13.647  0.169
H  -6.962  -2.437  15.858  0.107
H  -6.206  -1.159  16.617  0.136
H  -4.654  -3.637  17.341  0.070
H  -3.761  -4.086  15.969  0.089
H  -5.509  -4.308  15.979  0.062
C  -13.301  -0.560  19.888  -0.126
C  -14.450  0.244  19.576  -0.270
C  -15.781  -0.428  19.958  -0.091
N  -17.043  0.481  19.764  -0.195
C  -18.287  -0.371  20.160  -0.089
C  -19.596  0.489  20.170  -0.142
C  -19.397  1.646  21.168  -0.187
C  -18.193  2.555  20.832  -0.128
C  -16.842  1.674  20.766  -0.055
C  -17.223  0.930  18.244  0.060
H  -13.173  -1.347  19.144  0.082
H  -13.296  -0.966  20.899  0.095
H  -12.385  0.007  19.724  0.077
H  -14.310  0.324  18.498  0.108
H  -14.241  1.261  19.906  0.103
H  -15.850  -0.840  20.965  0.131
H  -15.895  -1.278  19.285  0.134
H  -18.151  -0.759  21.170  0.132
H  -18.277  -1.153  19.401  0.129
H  -20.365  -0.210  20.498  0.121
H  -19.842  0.799  19.155  0.105
H  -19.171  1.251  22.158  0.111
H  -20.248  2.283  21.407  0.118
H  -18.163  3.363  21.562  0.125
H  -18.354  3.028  19.864  0.108
H  -16.467  1.336  21.732  0.136
H  -16.225  2.489  20.387  0.105
H  -18.220  1.364  18.158  0.079
H  -17.291  0.095  17.547  0.112
H  -16.649  1.826  18.009  0.082
C  -8.808  -1.833  20.736  -0.072
C  -8.624  -3.372  20.987  -0.175
C  -7.205  -3.798  21.472  -0.107
N  -6.994  -5.304  21.613  -0.242
C  -5.711  -5.565  22.484  -0.089
C  -5.744  -5.131  23.970  -0.170
C  -6.942  -5.787  24.663  -0.154
C  -8.274  -5.589  23.774  -0.116
C  -8.116  -6.063  22.279  -0.097
C  -6.553  -5.785  20.193  0.056
H  -8.129  -1.511  19.946  0.059
H  -8.706  -1.235  21.641  0.072
H  -9.780  -1.528  20.350  0.064
H  -8.880  -3.859  20.046  0.081
H  -9.309  -3.631  21.795  0.100
H  -6.971  -3.436  22.473  0.115
H  -6.416  -3.412  20.827  0.134
H  -4.964  -4.983  21.944  0.124
H  -5.428  -6.614  22.404  0.139
H  -5.784  -4.063  24.186  0.110
H  -4.834  -5.497  24.444  0.123
H  -7.131  -5.414  25.670  0.113
H  -6.689  -6.840  24.791  0.112
H  -8.662  -4.573  23.843  0.100
H  -9.078  -6.248  24.100  0.114
H  -9.023  -6.074  21.675  0.132
H  -7.829  -7.107  22.404  0.135
H  -5.622  -5.379  19.796  0.107
H  -7.425  -5.391  19.672  0.079
H  -6.507  -6.874  20.176  0.114
C  -2.680  6.398  20.878  -0.085
C  -3.781  5.403  20.235  -0.168
C  -5.127  5.760  20.948  -0.107
N  -6.341  5.133  20.229  -0.253
C  -6.290  3.556  20.131  -0.042
C  -6.343  2.878  21.527  -0.167
C  -7.534  3.298  22.275  -0.226
C  -7.716  4.831  22.360  -0.143
C  -7.591  5.587  21.010  -0.073
C  -6.458  5.673  18.797  0.039
H  -1.690  5.957  20.990  0.071
H  -2.902  6.743  21.888  0.070
H  -2.488  7.312  20.316  0.071
H  -3.311  4.506  20.639  0.099
H  -3.697  5.429  19.149  0.104
H  -5.282  6.838  20.896  0.130
H  -5.192  5.471  21.997  0.124
H  -5.347  3.334  19.632  0.124
H  -7.097  3.286  19.450  0.121
H  -5.462  3.084  22.135  0.121
H  -6.518  1.809  21.409  0.124
H  -7.563  2.921  23.297  0.121
H  -8.407  2.764  21.899  0.116
H  -7.053  5.077  23.189  0.112
H  -8.698  5.060  22.775  0.121
H  -7.445  6.658  21.149  0.134
H  -8.459  5.300  20.416  0.132
H  -7.393  5.325  18.358  0.096
H  -5.627  5.194  18.279  0.096
H  -6.467  6.759  18.891  0.116
C  -9.908  -0.941  17.053  -0.573
F  -8.838  -1.408  17.750  0.099
F  -9.911  -1.385  15.779  0.117
F  -11.035  -1.395  17.586  0.138
S  -9.833  1.014  17.174  0.700
O  -11.240  1.422  17.208  -0.323
O  -9.085  1.244  18.366  -0.284
N  -8.936  1.357  15.724  -0.298
S  -8.521  2.809  16.062  0.532
O  -9.399  3.655  16.802  -0.302
O  -7.142  2.939  16.605  -0.322
C  -8.528  3.550  14.316  -0.664
F  -9.544  3.004  13.615  0.107
F  -8.645  4.861  14.378  0.167
F  -7.410  3.305  13.656  0.148
C  -8.981  -6.121  13.218  -0.684
F  -9.231  -7.175  13.967  0.167
F  -7.852  -6.248  12.553  0.172
F  -9.913  -5.996  12.334  0.185
S  -8.844  -4.561  14.416  0.709
O  -7.495  -4.764  14.922  -0.327
O  -8.942  -3.294  13.722  -0.329
N  -10.121  -4.725  15.539  -0.289
S  -9.567  -5.230  16.807  0.504
O  -9.158  -6.635  16.738  -0.305
O  -8.671  -4.395  17.614  -0.353
C  -11.145  -5.212  17.896  -0.663
F  -10.817  -5.869  19.028  0.106
F  -11.579  -3.978  18.161  0.112
F  -12.135  -5.818  17.290  0.159
C  -12.369  4.218  18.803  -0.620
F  -11.937  4.367  17.603  0.153
F  -12.644  2.927  19.177  0.094
F  -11.471  4.755  19.676  0.125
S  -14.029  5.225  18.840  0.722
O  -14.556  4.857  20.148  -0.321
O  -13.834  6.674  18.593  -0.291
N  -14.865  4.451  17.516  -0.334
S  -16.233  5.233  17.406  0.561
O  -17.256  4.361  16.852  -0.321
O  -16.675  6.065  18.514  -0.281
C  -15.881  6.425  15.894  -0.580
F  -16.950  7.125  15.685  0.181
F  -14.843  7.256  16.132  0.112
F  -15.569  5.676  14.728  0.049

As for the total energy: -198369.0506 eV. The orbital gap is 9.116 eV. The value obtained for the HOMO energy is -12.574 eV. As for the net charge: +2.

no.,LUMO (eV),largest force on an atom (eV/Å)
1,2.16,7.34
2,-3.46,7.51